1.
Molecular formula: ClH5N2Si
Method: DFT, wB97M-V/def2-TZVPD

Energy relative to the best compared isomer or geometry (same formula, charge and spin) in eV: 2.322
LUMO in Eh: 0.004
Orbital gap in eV: 9.92

Cartesian coordinates (Å):
N -1.58 -0.71 0.35
N 1.17 1.43 -0.90
Si 2.23 0.86 0.17
Cl 2.81 1.51 1.99
H -1.03 -1.31 0.97
H -1.33 0.25 0.56
H 0.64 2.28 -0.81
H -1.28 -0.89 -0.59
H 2.92 -0.37 -0.11

***

2.
Molecular formula: ClH5N3OP
Method: DFT, wB97M-V/def2-TZVPD

Energy relative to the best compared isomer or geometry (same formula, charge and spin) in eV: 4.631
LUMO in Eh: -0.006
Orbital gap in eV: 8.42

Cartesian coordinates (Å):
N -0.08 0.09 1.54
N -1.89 -0.58 -0.69
N -0.25 0.43 0.28
O 2.20 0.65 0.00
P 1.04 -0.30 -0.68
Cl 0.97 0.58 -2.43
H -0.85 0.40 2.18
H 0.39 -0.92 1.80
H -1.78 -0.35 -1.68
H -1.56 -1.54 -0.49
H 1.81 1.54 0.17

***

3.
Molecular formula: ClH6Na3O3
Method: DFT, wB97M-V/def2-TZVPD

LUMO in Eh: -0.271
Orbital gap in eV: 6.08
Net charge: +2

Cartesian coordinates (Å):
Na 5.02 1.89 1.43
Na 0.22 5.02 -0.65
Na 2.94 -3.19 -1.58
Cl 1.31 0.79 -0.86
O 1.17 -3.54 2.00
H 1.54 -3.95 2.78
H 1.43 -2.62 2.06
O -2.88 -0.32 1.84
H -2.01 -0.37 1.46
H -3.06 -1.21 2.14
O -1.90 2.89 -3.50
H -1.14 2.32 -3.44
H -2.63 2.30 -3.67

***

4.
Molecular formula: ClH8N3Si2
Method: DFT, wB97M-V/def2-TZVPD

Energy relative to the best compared isomer or geometry (same formula, charge and spin) in eV: 2.128
LUMO in Eh: 0.016
Orbital gap in eV: 9.47

Cartesian coordinates (Å):
N -1.33 1.60 -0.53
N 0.13 -0.68 -2.51
N -0.23 -0.35 0.98
Si 0.93 -1.11 2.12
Si -0.04 0.55 -0.48
Cl 1.42 1.87 -0.31
H -1.98 1.74 0.27
H -1.83 2.00 -1.40
H -0.65 -0.26 -3.12
H 0.97 -0.43 -2.93
H -0.98 -1.05 0.87
H 1.51 -2.20 1.30
H 0.12 -1.73 3.19
H 1.94 0.03 2.55

***

Question: Number 1 is which compound?
Answer: ClH5N2Si